Entry 1:
63
Properties=species:S:1:pos:R:3:lowdin_charge:R:1 method="wB97M-V/def2-TZVPD" de_lowest_kcal_mol=0.0 total_charge=+1 orbital_gap_ha=0.27107 homo_ev=-10.56 lumo_ev=-3.183
Ta -0.84 0.34 1.45 1.64
I -5.76 0.80 1.49 0.99
C -4.68 0.35 3.20 -0.64
C -5.34 0.26 4.45 -0.21
C -4.65 -0.04 5.60 -0.65
I -5.71 -0.15 7.39 0.97
C -3.24 -0.25 5.57 -0.19
C -2.43 -0.55 6.68 -0.02
C -1.09 -0.73 6.51 -0.03
C -0.54 -0.59 5.22 -0.12
N -1.26 -0.32 4.16 0.07
C -2.59 -0.15 4.32 -0.17
C -3.33 0.14 3.14 -0.39
O -2.62 0.19 2.02 -0.35
H -6.41 0.42 4.48 0.08
H -2.88 -0.64 7.66 0.07
H -0.44 -0.96 7.34 0.11
H 0.53 -0.71 5.08 0.12
N 2.68 -1.89 0.49 0.24
C 1.44 -1.45 0.52 -0.48
O 1.20 -0.24 0.76 -0.13
C 0.27 -2.37 0.28 -0.17
C -0.90 -1.82 1.09 -0.26
H 3.44 -1.25 0.67 0.13
H 2.89 -2.86 0.32 0.13
H 0.53 -3.41 0.47 0.12
H 0.06 -2.28 -0.79 0.12
H -0.96 -2.31 2.07 0.07
H -1.86 -2.02 0.60 0.07
I -1.02 3.13 2.81 0.90
C 0.52 1.66 2.53 -0.75
H 0.88 1.38 3.52 -0.03
H 1.30 2.13 1.94 -0.02
F -2.48 1.83 -0.64 0.09
B -1.23 1.24 -0.60 -0.97
F -0.17 2.17 -0.50 0.03
C 3.79 2.05 -5.57 -0.06
C 3.81 0.58 -5.18 -0.19
N 2.74 0.24 -4.23 -0.05
C 3.15 -0.08 -2.87 -0.21
C 3.63 1.14 -2.08 -0.06
C 1.50 0.10 -4.75 -0.41
O 1.27 0.18 -5.94 0.09
C 0.32 -0.13 -3.83 -0.07
C -0.70 -0.96 -4.30 0.05
C -1.88 -1.07 -3.57 0.01
C -2.02 -0.35 -2.41 -0.01
N -1.03 0.46 -1.97 0.09
C 0.11 0.58 -2.66 0.03
H 4.59 2.26 -6.28 0.08
H 3.93 2.70 -4.71 0.07
H 2.85 2.31 -6.04 0.08
H 4.76 0.31 -4.71 0.12
H 3.69 -0.04 -6.06 0.12
H 3.95 -0.82 -2.93 0.12
H 2.32 -0.57 -2.36 0.09
H 4.49 1.59 -2.56 0.08
H 3.92 0.85 -1.07 0.07
H 2.85 1.89 -2.01 0.08
H -0.57 -1.47 -5.24 0.14
H -2.69 -1.70 -3.91 0.12
H -2.91 -0.36 -1.79 0.14
H 0.82 1.28 -2.26 0.13

---

Entry 2:
238
Properties=species:S:1:pos:R:3:lowdin_charge:R:1 method="wB97M-V/def2-TZVPD" de_lowest_kcal_mol=256.8 orbital_gap_ha=0.32555 homo_ev=-8.49 lumo_ev=0.373
C -5.80 -4.21 -0.32 -0.06
C -4.97 -5.46 0.17 -0.42
C -5.39 -5.69 1.69 -0.09
O -4.83 -6.96 2.30 -0.16
C -3.46 -7.03 2.47 -0.17
N -5.36 -6.52 -0.70 0.04
H -5.41 -3.38 0.26 0.07
H -6.88 -4.29 -0.16 0.07
H -5.64 -3.97 -1.37 0.06
H -3.90 -5.29 0.08 0.12
H -6.46 -5.56 1.81 0.12
H -5.08 -4.83 2.28 0.10
H -2.68 -7.15 1.72 0.08
H -3.28 -7.96 3.01 0.09
H -2.97 -6.26 3.07 0.05
H -4.89 -6.32 -1.58 0.07
H -4.84 -7.31 -0.37 0.07
C 5.94 4.71 -3.39 -0.06
C 6.02 3.89 -4.67 -0.39
C 7.41 3.16 -4.96 -0.17
O 8.42 3.91 -5.67 -0.18
C 8.10 4.06 -7.04 -0.10
N 4.78 3.05 -4.76 0.03
H 4.90 5.05 -3.33 0.07
H 6.57 5.59 -3.47 0.08
H 6.11 4.17 -2.46 0.06
H 5.73 4.54 -5.50 0.12
H 7.26 2.14 -5.30 0.12
H 7.80 3.10 -3.94 0.11
H 7.03 3.85 -7.13 0.07
H 8.59 3.26 -7.61 0.08
H 8.36 5.04 -7.44 0.09
H 4.91 2.29 -4.11 0.06
H 4.78 2.58 -5.66 0.06
C -2.49 0.89 7.48 -0.07
C -3.69 1.82 7.47 -0.49
C -4.45 1.71 8.79 -0.15
O -5.83 2.19 8.84 -0.19
C -6.52 1.79 9.96 -0.15
N -3.15 3.08 7.23 0.03
H -1.89 1.35 8.27 0.08
H -1.98 0.74 6.53 0.07
H -2.74 -0.14 7.75 0.07
H -4.27 1.53 6.59 0.14
H -3.96 2.29 9.58 0.12
H -4.47 0.66 9.07 0.12
H -7.55 2.13 9.89 0.09
H -6.03 2.16 10.85 0.09
H -6.58 0.70 9.98 0.08
H -3.88 3.76 7.05 0.08
H -2.84 3.27 8.18 0.07
C 4.20 -2.02 -1.84 -0.06
C 5.10 -3.26 -1.44 -0.37
C 6.44 -3.12 -2.24 -0.14
O 7.34 -2.03 -1.84 -0.23
C 8.62 -2.01 -2.42 -0.13
N 5.32 -3.19 0.02 0.06
H 3.39 -1.77 -1.15 0.06
H 3.97 -1.96 -2.90 0.07
H 4.91 -1.20 -1.87 0.06
H 4.58 -4.16 -1.77 0.11
H 6.24 -3.02 -3.31 0.12
H 6.95 -4.04 -1.95 0.12
H 9.35 -1.25 -2.14 0.08
H 8.69 -2.02 -3.51 0.08
H 9.16 -2.89 -2.08 0.08
H 4.50 -2.76 0.43 0.01
H 6.00 -2.46 0.16 0.06
C -10.13 -4.46 -3.40 -0.09
C -8.75 -3.85 -3.44 -0.45
C -8.62 -2.81 -2.24 -0.19
O -7.40 -2.16 -2.39 -0.20
C -7.22 -1.16 -1.38 -0.11
N -7.82 -4.91 -3.38 0.04
H -10.56 -4.73 -2.44 0.08
H -10.42 -5.25 -4.08 0.08
H -10.79 -3.62 -3.59 0.07
H -8.61 -3.48 -4.45 0.14
H -8.52 -3.43 -1.35 0.11
H -9.43 -2.08 -2.29 0.13
H -7.13 -1.44 -0.33 0.08
H -7.92 -0.33 -1.49 0.09
H -6.21 -0.79 -1.54 0.07
H -6.95 -4.50 -3.05 0.05
H -8.19 -5.55 -2.70 0.07
C -3.91 2.12 2.98 -0.07
C -4.51 2.89 1.79 -0.40
C -4.75 2.01 0.43 -0.21
O -3.69 1.23 0.01 -0.22
C -3.59 1.11 -1.43 -0.03
N -5.72 3.49 2.30 0.02
H -2.91 1.77 2.71 0.05
H -4.66 1.43 3.36 0.08
H -3.81 2.67 3.91 0.06
H -3.86 3.64 1.34 0.12
H -5.21 2.70 -0.28 0.12
H -5.56 1.32 0.65 0.12
H -3.46 2.03 -2.00 0.09
H -4.54 0.67 -1.73 0.07
H -2.72 0.45 -1.53 0.07
H -5.59 4.40 2.71 0.08
H -6.42 3.47 1.57 0.06
C 3.51 3.82 -0.40 -0.04
C 4.06 3.17 0.91 -0.41
C 5.44 2.61 0.81 -0.25
O 5.53 1.49 -0.04 -0.18
C 6.82 1.06 -0.29 -0.12
N 4.10 4.21 1.99 0.05
H 3.94 3.30 -1.25 0.06
H 3.80 4.85 -0.64 0.06
H 2.42 3.86 -0.35 0.07
H 3.45 2.33 1.26 0.12
H 5.74 2.46 1.84 0.12
H 6.02 3.40 0.31 0.13
H 7.32 0.69 0.61 0.10
H 7.31 1.93 -0.73 0.08
H 7.01 0.27 -1.01 0.07
H 4.65 3.74 2.69 0.05
H 4.57 5.02 1.61 0.06
C -0.78 -1.66 -3.47 -0.06
C -0.22 -1.37 -4.79 -0.45
C 0.86 -0.32 -4.81 -0.19
O 0.44 0.96 -4.25 -0.17
C 1.51 1.59 -3.67 -0.17
N 0.48 -2.53 -5.37 0.04
H -0.99 -0.75 -2.89 0.06
H 0.00 -2.14 -2.89 0.08
H -1.63 -2.34 -3.50 0.09
H -1.00 -1.02 -5.47 0.14
H 1.21 -0.26 -5.84 0.12
H 1.74 -0.77 -4.34 0.11
H 1.12 2.54 -3.31 0.09
H 2.29 1.78 -4.41 0.07
H 2.12 1.02 -2.96 0.07
H 0.53 -2.57 -6.38 0.07
H 0.19 -3.45 -5.09 0.06
C -0.80 -5.03 -1.10 -0.11
C 0.44 -5.20 -1.87 -0.43
C 1.69 -4.85 -0.94 -0.14
O 1.67 -5.55 0.33 -0.23
C 2.64 -5.18 1.33 -0.08
N 0.29 -6.58 -2.26 0.04
H -1.74 -5.23 -1.60 0.08
H -0.87 -3.95 -1.02 0.07
H -0.76 -5.55 -0.14 0.08
H 0.49 -4.59 -2.77 0.12
H 1.76 -3.77 -0.87 0.11
H 2.61 -5.23 -1.38 0.10
H 2.42 -5.84 2.17 0.08
H 2.43 -4.13 1.55 0.06
H 3.63 -5.46 0.99 0.08
H -0.08 -6.95 -1.40 0.06
H 1.17 -7.08 -2.28 0.07
C -3.81 -2.19 5.22 -0.05
C -3.59 -3.74 5.20 -0.36
C -2.08 -4.06 4.79 -0.16
O -1.90 -3.68 3.39 -0.24
C -0.78 -4.30 2.80 -0.11
N -4.08 -4.35 6.48 0.04
H -4.78 -1.91 5.64 0.07
H -3.88 -1.71 4.24 0.05
H -3.07 -1.60 5.76 0.05
H -4.19 -4.16 4.39 0.11
H -1.97 -5.14 4.90 0.10
H -1.40 -3.50 5.42 0.12
H -0.61 -3.90 1.80 0.07
H -0.96 -5.38 2.86 0.08
H 0.16 -4.03 3.28 0.08
H -3.47 -4.24 7.28 0.06
H -4.15 -5.35 6.34 0.06
C 4.33 0.06 3.43 -0.06
C 4.60 -1.45 3.38 -0.35
C 4.61 -2.34 4.74 -0.17
O 5.63 -1.86 5.61 -0.23
C 5.41 -2.31 7.00 -0.07
N 3.55 -1.91 2.48 0.02
H 5.14 0.63 3.87 0.07
H 3.41 0.28 3.96 0.08
H 4.21 0.54 2.46 0.05
H 5.58 -1.65 2.96 0.13
H 4.85 -3.40 4.67 0.12
H 3.65 -2.36 5.24 0.11
H 5.57 -3.39 6.98 0.08
H 4.47 -1.94 7.40 0.09
H 6.33 -1.95 7.47 0.08
H 3.62 -1.42 1.60 0.05
H 2.59 -1.74 2.77 0.06
C 2.51 7.83 -2.24 -0.09
C 1.31 8.57 -1.70 -0.38
C 0.76 8.00 -0.37 -0.19
O 0.37 6.65 -0.52 -0.18
C -0.88 6.39 -0.08 -0.17
N 1.82 9.93 -1.39 0.01
H 2.89 8.11 -3.23 0.07
H 2.22 6.80 -2.47 0.06
H 3.37 7.76 -1.58 0.08
H 0.55 8.63 -2.48 0.14
H 0.05 8.65 0.14 0.12
H 1.54 7.95 0.38 0.12
H -1.06 6.54 0.98 0.09
H -1.03 5.31 -0.19 0.08
H -1.68 6.82 -0.69 0.09
H 2.48 10.01 -0.62 0.06
H 2.08 10.57 -2.13 0.07
C -0.47 -0.61 3.35 -0.03
C -1.13 -0.18 2.01 -0.39
C -0.53 -0.85 0.71 -0.18
O 0.84 -0.73 0.44 -0.19
C 1.25 0.38 -0.32 -0.11
N -2.51 -0.56 2.07 0.05
H -0.65 -1.67 3.55 0.05
H -0.98 -0.15 4.19 0.06
H 0.57 -0.38 3.58 0.06
H -0.97 0.90 1.99 0.13
H -1.11 -0.48 -0.14 0.10
H -0.66 -1.92 0.87 0.10
H 0.96 1.33 0.13 0.09
H 0.75 0.51 -1.28 0.06
H 2.33 0.40 -0.46 0.08
H -3.04 -0.12 1.34 0.05
H -2.60 -1.57 2.11 0.07
C -1.19 5.19 -3.95 -0.07
C -0.45 5.37 -5.33 -0.35
C 0.85 4.46 -5.59 -0.16
O 1.08 4.66 -7.01 -0.23
C 2.11 3.86 -7.68 -0.07
N -1.49 4.98 -6.34 0.03
H -0.62 5.55 -3.09 0.05
H -1.19 4.14 -3.66 0.05
H -2.24 5.48 -3.88 0.07
H -0.07 6.39 -5.32 0.12
H 0.48 3.46 -5.39 0.09
H 1.62 4.67 -4.85 0.11
H 1.65 2.87 -7.75 0.08
H 2.98 3.80 -7.03 0.06
H 2.40 4.00 -8.72 0.08
H -1.62 3.98 -6.42 0.07
H -0.97 5.21 -7.18 0.05